{
  "formula": "C29H56Br10N3NbO3P",
  "method": "ωB97M-V with the def2-TZVPD basis set",
  "symbols": ["C", "H", "H", "H", "C", "Br", "C", "H", "H", "H", "H", "C", "Br", "H", "H", "Br", "H", "H", "H", "H", "H", "C", "H", "H", "H", "C", "C", "O", "C", "H", "H", "H", "H", "Br", "C", "H", "Br", "C", "H", "H", "H", "H", "C", "H", "H", "H", "N", "C", "Br", "C", "H", "Br", "H", "C", "H", "Br", "H", "O", "Br", "H", "H", "N", "H", "H", "Nb", "H", "C", "H", "O", "Br", "C", "C", "H", "C", "H", "P", "C", "C", "H", "C", "H", "N", "H", "H", "H", "C", "H", "C", "C", "H", "H", "H", "H", "H", "H", "H", "C", "C", "C", "H", "C", "H", "C"],
  "coordinates": [[1.04059, 1.35142, 3.46426], [-1.56120, 0.07848, 2.31600], [-0.07849, -1.08475, 2.35196], [-3.50743, 1.17848, -2.41442], [1.86149, -6.23875, -3.20129], [4.90285, 2.37480, 2.31230], [6.49808, 3.43233, 1.93776], [4.53385, -3.42561, -1.70320], [-2.49921, -3.26299, -0.75575], [-4.59577, 3.11224, 3.06539], [1.39749, 0.26411, 3.22092], [-1.46435, 2.27162, 4.19878], [2.00787, -5.30564, -1.49504], [-9.75726, -0.89417, 0.79860], [-2.10768, -4.63360, -1.98850], [-0.22503, 0.64669, -5.65057], [-0.70498, 4.70360, -2.38829], [2.76402, -6.85314, -3.26736], [7.06810, 5.50684, 1.81123], [-0.67494, 0.13549, 4.46702], [-6.84887, 4.29646, 3.69154], [0.59866, -5.35732, 0.14089], [-8.48740, 1.26593, 0.02830], [0.06584, 0.29964, -1.12247], [1.65540, 2.13259, -6.25424], [2.31247, -0.12008, 0.61412], [-1.43585, 3.84848, -2.05322], [-3.61370, 1.15606, 0.50398], [-2.62049, 0.67348, -1.79719], [-2.56101, 4.07991, -2.32789], [2.57677, -0.27221, -5.76444], [-2.23925, 2.13377, 5.09480], [3.27629, 0.56191, 0.76037], [-6.85492, -0.55447, 0.38815], [2.58403, 0.58165, -5.08089], [5.46370, 5.26214, 2.54767], [-8.37746, 2.68017, 2.55293], [1.46682, 1.56553, -5.33825], [2.51448, -4.44478, -4.27155], [1.18704, 2.91099, -2.19263], [7.15285, 3.27361, 2.79943], [-5.57566, 1.76127, 2.43906], [-2.55423, 1.37022, -0.31525], [3.00152, 4.40842, -0.00382], [4.91766, -4.53983, 0.85105], [0.12921, -6.41451, 0.31836], [-1.43112, 2.21276, 0.24359], [-1.95771, -4.31983, -0.84885], [-9.70237, -2.08699, -1.39678], [-5.56840, 2.61513, 3.12261], [0.10855, 1.42652, 5.62799], [5.35055, 5.26085, 0.05115], [2.88937, -5.94898, 0.89843], [1.95232, -2.33686, -0.35486], [1.92996, 1.85357, 4.08251], [0.02529, -4.45590, -4.49335], [-8.15676, 0.42410, -1.50738], [2.53411, -0.98423, -0.57062], [2.48850, -0.13734, -3.27054], [3.91525, -2.08839, 2.43255], [-2.06707, 2.01104, 3.21233], [1.96900, 4.28353, -0.15455], [0.98685, -6.89209, -3.13401], [-1.63199, 0.72859, -2.42088], [0.41769, 1.14110, 0.45616], [1.94703, -5.78093, -5.30548], [-0.78463, -0.47270, 1.61869], [1.30356, 2.26297, -4.51196], [-1.03891, 4.61649, 0.35438], [-5.66392, 1.89615, 4.93296], [-8.40204, 0.28640, -0.45063], [4.49536, -3.45910, 0.57568], [3.12950, 2.30961, -1.07544], [-0.22566, 1.24094, 4.50003], [6.29542, -3.50005, -0.99067], [1.77653, 2.84734, -0.87540], [0.35763, -2.68360, -0.69736], [-1.28147, 3.54516, -0.45050], [5.23994, -1.83181, -0.92902], [4.84970, -2.45481, 1.82603], [-1.11297, 2.86897, -2.63774], [0.81326, 2.24104, 2.26271], [2.19157, -0.86935, 1.53411], [5.56786, -3.06452, 2.55080], [6.96543, 3.00114, 1.04780], [-6.68560, 3.59901, 2.86525], [3.55666, 1.07876, -5.13811], [-0.34415, -4.15525, -0.45493], [6.16037, 4.89722, 1.78786], [-2.50341, -5.11363, -0.18138], [5.50895, -1.56285, 1.39024], [-10.54404, 0.05266, -0.49062], [-1.14297, 3.40138, 4.22179], [-6.49703, 4.16608, 1.94927], [-1.37997, -1.18803, 0.90950], [1.56331, 2.95928, 2.14964], [5.24582, -2.99981, -0.84511], [2.89687, -3.58184, 0.22483], [2.20156, -5.07754, 0.47972], [-0.34923, -1.84067, -1.14571], [1.79489, -5.26410, -4.35370], [-2.93404, -0.46566, -1.68481], [-9.65505, -0.52741, -0.22678]],
  "forces_ev_per_angstrom": [[1.1, 0.6, 1.8], [1.4, -0.9, -1.5], [-1.5, 0.9, -1.7], [1.9, -0.9, 1.5], [0.4, 0.0, -1.6], [0.1, 0.0, -0.1], [0.0, -0.2, 0.3], [1.7, 1.0, 1.7], [1.3, -2.3, 0.1], [-0.2, -0.1, -0.1], [-0.7, 2.0, 0.3], [-0.7, -0.2, 0.8], [2.1, -3.6, -7.9], [0.2, 0.1, -0.3], [0.6, 0.5, 2.4], [0.0, 0.1, 0.1], [-1.6, -1.6, 1.1], [-0.1, 0.0, -0.2], [-0.1, -0.2, 0.0], [1.0, 2.4, 0.1], [0.1, -0.3, -0.2], [-1.4, 4.6, 1.6], [-0.1, -0.2, 0.0], [0.4, 0.3, -0.3], [0.0, -0.1, 0.1], [0.6, -0.5, 1.1], [0.2, -1.4, -0.1], [6.2, 1.2, -4.7], [-0.5, -0.1, -0.3], [2.3, -0.4, 0.7], [-0.1, 0.3, 0.1], [1.6, 0.3, -1.8], [-1.8, -1.6, -0.3], [-0.1, 0.1, -0.2], [0.2, -0.1, 0.4], [0.1, -0.2, -0.2], [-0.1, 0.1, 0.1], [0.0, 0.1, -0.3], [-0.2, -0.1, 0.1], [0.6, 0.1, -0.1], [-0.1, 0.1, -0.1], [0.0, 0.3, 0.1], [-4.4, -0.7, 3.3], [-1.5, -0.1, -0.2], [-1.2, 2.2, -0.6], [1.3, 2.1, -0.5], [-1.9, 0.5, -4.0], [0.6, 0.4, -0.4], [0.0, 0.0, 0.1], [0.2, 0.0, 0.0], [-0.5, -0.4, -2.5], [0.2, 0.0, 0.2], [-1.8, 2.1, -0.8], [-1.7, -2.8, 0.3], [-1.7, -1.2, -1.2], [0.1, 0.1, 0.1], [-0.2, -0.1, 0.2], [-1.1, -3.6, 1.1], [0.0, 0.0, -0.2], [1.9, -0.7, -1.4], [1.6, 0.7, 1.9], [1.1, -0.3, 0.1], [0.1, 0.2, -0.1], [-1.9, 0.0, 1.4], [-1.9, 0.1, 5.5], [0.0, 0.2, 0.0], [-0.6, -0.9, 0.5], [0.1, -0.3, -0.1], [-1.5, -6.5, -5.0], [-0.1, 0.0, -0.1], [0.2, 0.1, 0.2], [-0.3, -0.3, -0.9], [-1.1, 0.0, -0.4], [-1.0, -0.3, 0.2], [-1.9, 1.2, 0.5], [1.7, 0.7, -0.5], [1.8, -2.1, 1.2], [0.6, 5.2, 4.2], [0.2, -2.3, 0.1], [1.0, -0.4, -0.2], [-0.8, 2.0, 1.1], [1.6, -1.9, -1.2], [0.5, 1.8, -1.6], [-1.6, 1.4, -1.4], [-0.2, 0.2, 0.2], [0.1, 0.1, -0.2], [-0.2, 0.0, -0.1], [2.6, 1.3, 1.6], [0.2, 0.2, -0.2], [1.2, 1.6, -1.2], [-1.7, -1.7, 1.1], [0.2, -0.1, 0.0], [-0.5, -2.3, -0.3], [0.0, -0.2, 0.2], [1.0, 1.0, 1.6], [-1.1, -0.4, 0.4], [-1.3, -0.6, -0.2], [-3.2, -0.2, 1.4], [-0.8, 4.3, 4.0], [1.9, -1.9, 1.1], [0.0, -0.6, -0.6], [0.7, 2.5, 0.1], [-0.2, 0.1, -0.1]],
  "lumo_ha": 0.062,
  "spin_multiplicity": 1,
  "total_charge": -1
}